Entry 1:
{
  "formula": "C17H27GaN6S2Te",
  "method": "ωB97M-V/def2-TZVPD",
  "multiplicity": 1,
  "charge": 2,
  "energy_ha": -3981.26041,
  "fmax_ha_per_bohr": 0.023,
  "species": ["Ga", "N", "N", "C", "N", "S", "H", "H", "H", "H", "H", "N", "C", "S", "N", "C", "C", "C", "C", "C", "C", "H", "H", "H", "H", "H", "H", "H", "H", "N", "H", "H", "H", "C", "C", "C", "C", "C", "C", "Te", "C", "C", "C", "H", "H", "H", "H", "H", "H", "H", "H", "H", "H", "H"],
  "positions_angstrom": [[1.49, 1.48, 0.10], [4.28, 1.89, -0.16], [4.57, 3.25, -0.07], [3.62, 4.17, -0.31], [3.94, 5.46, -0.27], [2.02, 3.76, -0.68], [4.85, 1.37, 0.52], [4.50, 1.52, -1.09], [5.54, 3.56, -0.02], [4.88, 5.80, -0.11], [3.23, 6.14, -0.47], [-2.47, 0.66, 0.56], [-2.30, 1.81, -0.08], [-0.74, 2.52, -0.26], [-3.30, 2.50, -0.60], [-4.70, 2.38, -0.45], [-5.30, 1.90, 0.71], [-6.68, 1.96, 0.83], [-7.46, 2.48, -0.20], [-6.86, 2.92, -1.36], [-5.48, 2.88, -1.49], [-1.69, 0.18, 0.98], [-3.38, 0.20, 0.56], [-3.02, 3.29, -1.18], [-4.72, 1.55, 1.54], [-7.15, 1.62, 1.74], [-8.53, 2.56, -0.08], [-7.45, 3.33, -2.17], [-5.01, 3.25, -2.38], [1.69, 2.36, 2.30], [1.69, 1.61, 2.99], [0.88, 2.95, 2.50], [2.51, 2.94, 2.50], [1.69, -7.02, -0.31], [1.70, -5.53, -0.33], [0.52, -4.79, -0.27], [0.52, -3.41, -0.14], [-0.77, -2.66, -0.09], [1.76, -2.75, -0.06], [1.88, -0.90, 1.04], [2.95, -3.44, -0.28], [4.28, -2.77, -0.39], [2.90, -4.82, -0.39], [0.68, -7.41, -0.25], [2.25, -7.39, 0.55], [2.19, -7.41, -1.20], [-0.42, -5.31, -0.29], [-1.60, -3.32, -0.33], [-0.76, -1.85, -0.81], [-0.93, -2.25, 0.91], [4.17, -1.70, -0.52], [4.82, -3.18, -1.24], [4.88, -2.97, 0.51], [3.82, -5.37, -0.50]]
}

Entry 2:
{
  "formula": "C17H27GeIN4O3PdS",
  "method": "ωB97M-V/def2-TZVPD",
  "multiplicity": 3,
  "charge": 0,
  "s_squared": 2.00,
  "relative_energy_kj_mol": 2.9,
  "energy_ha": -4009.39617,
  "fmax_ha_per_bohr": 0.011,
  "species": ["Pd", "C", "C", "N", "O", "H", "H", "H", "H", "H", "C", "Ge", "C", "C", "C", "H", "H", "H", "H", "H", "H", "H", "H", "H", "H", "H", "C", "C", "C", "N", "N", "C", "N", "S", "H", "H", "H", "H", "H", "H", "H", "I", "C", "C", "C", "C", "C", "C", "C", "O", "O", "H", "H", "H", "H"],
  "positions_angstrom": [[-0.31, -0.15, -0.19], [1.54, 1.11, 3.98], [1.41, 0.47, 2.62], [2.20, -0.60, 2.38], [0.62, 0.89, 1.79], [2.58, 1.35, 4.20], [1.18, 0.43, 4.75], [0.94, 2.01, 4.00], [2.88, -0.88, 3.06], [2.29, -0.94, 1.42], [-3.01, -4.14, -0.61], [-2.15, -2.39, -0.82], [-3.44, -1.17, -1.64], [-0.67, -2.71, -2.08], [-1.44, -1.62, 0.82], [-3.31, -4.49, -1.59], [-3.89, -4.08, 0.02], [-2.32, -4.86, -0.17], [-3.81, -1.60, -2.57], [-2.98, -0.21, -1.87], [-4.29, -1.01, -0.98], [-0.90, -3.60, -2.67], [0.28, -2.88, -1.56], [-0.53, -1.88, -2.77], [-0.76, -2.26, 1.39], [-2.15, -1.15, 1.50], [5.75, -0.92, 0.36], [4.90, -1.84, -0.51], [3.72, -1.12, -1.09], [2.58, -1.04, -0.50], [1.67, -0.26, -1.17], [2.15, 0.24, -2.28], [1.44, 1.00, -3.12], [3.79, -0.23, -2.57], [6.60, -1.46, 0.78], [5.16, -0.51, 1.18], [6.14, -0.08, -0.21], [4.51, -2.67, 0.07], [5.50, -2.26, -1.32], [0.51, 1.30, -2.80], [1.91, 1.50, -3.86], [-4.78, 4.31, 3.39], [-3.62, 3.71, 1.77], [-3.51, 2.37, 1.46], [-2.73, 1.98, 0.38], [-2.06, 2.92, -0.39], [-2.21, 4.27, -0.08], [-2.98, 4.67, 1.00], [-1.20, 2.54, -1.56], [-0.89, 3.37, -2.40], [-0.81, 1.30, -1.63], [-4.03, 1.62, 2.05], [-2.67, 0.92, 0.13], [-1.70, 4.99, -0.70], [-3.08, 5.72, 1.24]]
}

Entry 3:
{
  "formula": "C17H27LiN4SiTe",
  "method": "ωB97M-V/def2-TZVPD",
  "multiplicity": 1,
  "charge": 0,
  "relative_energy_kj_mol": 0.0,
  "energy_ha": -1448.09404,
  "fmax_ha_per_bohr": 0.054,
  "species": ["Li", "C", "C", "C", "C", "C", "C", "N", "N", "Si", "C", "C", "C", "H", "H", "H", "H", "H", "H", "H", "H", "H", "H", "H", "H", "H", "H", "H", "C", "Te", "C", "C", "C", "C", "C", "C", "C", "H", "H", "H", "H", "H", "H", "H", "H", "N", "N", "H", "H", "H", "H"],
  "positions_angstrom": [[-2.22, -0.18, -0.06], [-3.01, 3.13, 2.06], [-1.91, 2.89, 1.08], [-1.17, 4.07, 0.76], [-0.12, 3.94, -0.13], [0.04, 2.76, -0.79], [-0.78, 1.60, -0.55], [-1.82, 1.74, 0.38], [-0.71, 0.48, -1.23], [0.38, -0.33, -2.25], [2.14, -0.36, -1.59], [-0.06, -2.11, -2.34], [0.34, 0.43, -3.96], [-2.94, 4.15, 2.45], [-3.06, 2.43, 2.94], [-3.94, 2.98, 1.53], [-1.39, 4.99, 1.29], [0.60, 4.77, -0.15], [0.89, 2.60, -1.50], [2.43, 0.69, -1.39], [2.81, -0.88, -2.33], [2.04, -0.99, -0.69], [-0.39, -2.50, -1.35], [0.85, -2.65, -2.73], [-0.88, -2.45, -2.99], [0.47, 1.54, -4.01], [-0.57, 0.40, -4.49], [1.08, -0.05, -4.65], [0.19, -2.95, 2.15], [-1.26, -1.46, 2.43], [0.33, -0.09, 2.73], [1.60, -0.85, 2.33], [2.80, -0.17, 2.15], [4.00, -0.85, 2.00], [3.99, -2.28, 1.96], [2.71, -2.87, 1.93], [1.53, -2.22, 2.18], [0.11, -3.42, 1.15], [0.16, -3.68, 2.93], [0.41, 0.18, 3.78], [0.24, 0.81, 2.17], [2.96, 0.92, 2.32], [4.92, -0.28, 1.81], [4.92, -2.83, 1.78], [2.67, -3.96, 1.73], [-3.68, -0.54, -2.31], [-3.53, -1.35, -1.09], [-3.88, -1.17, -3.06], [-2.68, -0.27, -2.39], [-3.17, -2.29, -1.32], [-4.48, -1.46, -0.69]]
}